Here is C4H6ClN in the gas phase in a non-equilibrium geometry from the OMol25 dataset. Energies are from wB97M-V/def2-TZVPD.

```
12
C4H6ClN | the OMol25 dataset | wB97M-V/def2-TZVPD
C -0.667 -0.187 -1.373
C -0.908 -0.554 -0.095
C -0.236 0.082 1.118
C -0.305 -0.722 2.372
H -1.190 -0.551 -2.214
H -1.626 -1.361 -0.017
H -0.199 1.142 1.200
H -0.919 -1.606 2.417
H -0.245 -0.155 3.278
H 1.126 -1.509 1.077
N 0.897 -0.713 1.646
Cl 0.557 1.019 -1.729
```

The LUMO energy is 0.0381 Ha. As for the total charge: 0. For the highest occupied orbital energy, the calculation gives -9.03 eV. Its energy relative to the best compared isomer or geometry (same formula, charge and spin) is 36.91 kcal per mole. The spin multiplicity is 1. For the gap between HOMO and LUMO, the calculation gives 10.1 eV.

Here is C4H6ClN3 in the gas phase in a non-equilibrium geometry from the OMol25 dataset. Energies are from wB97M-V/def2-TZVPD.

```
14
C4H6ClN3 | the OMol25 dataset | wB97M-V/def2-TZVPD
C 1.606 0.299 0.650
C 0.553 0.242 -0.188
C -0.505 -0.618 0.649
C 0.386 0.612 -1.603
N 1.346 -0.380 1.894
N 0.212 -0.862 1.889
N -1.824 0.173 0.803
Cl -0.709 -2.194 -0.336
H 2.620 0.661 0.603
H -0.441 1.228 -1.895
H 0.372 -0.275 -2.063
H 1.261 1.244 -1.948
H -2.445 0.149 0.020
H -2.432 -0.279 1.525
```

The LUMO energy is -0.0165 Ha. As for the total charge: 0. For the highest occupied orbital energy, the calculation gives -9.79 eV. Its energy relative to the best compared isomer or geometry (same formula, charge and spin) is 75.72 kcal per mole. The spin multiplicity is 1. For the gap between HOMO and LUMO, the calculation gives 9.3 eV.

Question: gap between HOMO and LUMO of number 2 (C4H6ClN3)?
Answer: 9.3 eV